Molecular formula: C52H68AsBFeN8OPS5
Method: DFT, the ωB97M-V functional and the def2-TZVPD basis

Multiplicity: 1
Total charge: +1
Strongest force on any atom in eV Å⁻¹: 0.98
Highest occupied orbital energy (spin up / spin down) in eV: -9.5200 / -9.5334

XYZ file:
```
138
C52H68AsBFeN8OPS5 the ωB97M-V functional and the def2-TZVPD basis
Fe 0.521 -0.060 0.111
C 5.445 -3.166 -0.732
C 4.106 -3.899 -0.805
C 3.429 -3.553 -2.115
C 4.318 -5.416 -0.757
N 3.291 -3.537 0.407
C 3.774 -3.921 1.648
C 2.800 -3.697 2.543
N 1.719 -3.173 1.869
B 0.364 -3.091 2.624
N 0.183 -1.839 3.509
C -0.555 -1.936 4.670
C -0.407 -0.786 5.346
N 0.432 0.029 4.600
C 0.757 -0.629 3.456
S 1.753 -0.084 2.156
C 0.840 1.366 5.168
C 1.328 1.111 6.598
C -0.392 2.265 5.190
C 1.968 2.041 4.397
N -0.852 -3.335 1.707
C -1.247 -4.623 1.433
C -2.332 -4.562 0.642
N -2.599 -3.221 0.424
C -1.659 -2.481 1.066
S -1.567 -0.743 1.073
C -3.748 -2.723 -0.393
C -4.678 -1.905 0.498
C -4.531 -3.916 -0.936
C -3.202 -1.931 -1.573
C 2.036 -3.037 0.565
S 1.002 -2.299 -0.630
H 6.130 -3.618 -1.450
H 5.906 -3.227 0.253
H 5.326 -2.114 -0.994
H 4.123 -3.843 -2.906
H 3.231 -2.493 -2.200
H 2.492 -4.091 -2.256
H 4.787 -5.737 -1.686
H 3.361 -5.929 -0.657
H 4.964 -5.726 0.064
H 4.747 -4.351 1.778
H 2.772 -3.879 3.601
H 0.380 -4.025 3.393
H -1.105 -2.825 4.918
H -0.817 -0.481 6.289
H 0.523 0.832 7.276
H 1.776 2.026 6.984
H 2.085 0.326 6.616
H -1.213 1.807 5.742
H -0.730 2.491 4.181
H -0.140 3.206 5.682
H 2.837 1.394 4.286
H 2.259 2.915 4.982
H 1.658 2.363 3.408
H -0.734 -5.469 1.850
H -2.935 -5.350 0.240
H -5.009 -2.507 1.346
H -5.558 -1.611 -0.076
H -4.187 -1.014 0.882
H -4.957 -4.523 -0.138
H -3.923 -4.548 -1.584
H -5.358 -3.528 -1.531
H -2.669 -1.036 -1.261
H -4.031 -1.649 -2.225
H -2.510 -2.574 -2.124
O -0.495 2.069 1.886
N 0.194 2.021 0.664
C 0.711 3.165 0.448
C 1.408 3.521 -0.798
C 1.265 4.841 -1.210
C 1.773 5.259 -2.432
C 2.428 4.346 -3.238
C 2.609 3.036 -2.809
C 2.122 2.615 -1.579
P 2.462 0.939 -0.951
C 3.398 0.162 -2.321
C 2.715 -0.490 -3.347
C 3.398 -1.001 -4.441
C 4.778 -0.886 -4.516
C 5.469 -0.244 -3.498
C 4.784 0.283 -2.412
C 3.799 1.209 0.263
C 4.401 0.071 0.801
C 5.442 0.187 1.704
C 5.886 1.445 2.097
C 5.294 2.580 1.567
C 4.260 2.463 0.645
H -0.919 1.195 1.963
H 0.528 3.945 1.181
H 0.730 5.536 -0.575
H 1.648 6.285 -2.749
H 2.818 4.650 -4.201
H 3.148 2.344 -3.443
H 1.644 -0.605 -3.290
H 2.850 -1.498 -5.231
H 5.315 -1.295 -5.362
H 6.545 -0.141 -3.552
H 5.340 0.794 -1.635
H 4.045 -0.913 0.516
H 5.899 -0.705 2.114
H 6.694 1.539 2.810
H 5.642 3.562 1.860
H 3.826 3.360 0.222
S -0.402 0.663 -2.440
C -1.555 0.548 -3.632
N -2.003 -0.574 -4.192
C -3.132 -0.479 -5.108
C -3.115 0.956 -5.640
S -2.290 1.945 -4.358
H -1.707 -1.453 -3.795
H -4.065 -0.696 -4.582
H -3.014 -1.199 -5.916
H -4.122 1.339 -5.789
H -2.557 1.038 -6.570
C -3.746 2.918 1.378
As -2.905 2.185 -0.235
C -2.774 3.918 -1.149
C -4.514 1.465 -1.153
C -5.795 2.213 -0.975
C -6.165 3.211 -1.874
C -7.342 3.928 -1.704
C -8.175 3.653 -0.629
C -7.823 2.653 0.268
C -6.645 1.943 0.096
H -4.628 3.514 1.145
H -3.002 3.544 1.872
H -4.029 2.110 2.053
H -3.756 4.368 -1.298
H -2.269 3.809 -2.109
H -2.180 4.581 -0.518
H -4.608 0.441 -0.801
H -4.233 1.432 -2.210
H -5.526 3.420 -2.725
H -7.610 4.699 -2.414
H -9.093 4.209 -0.495
H -8.471 2.428 1.105
H -6.379 1.162 0.801
```